(1)
This record from OMol25 describes 13 unconnected molecules or ions with the total composition C39H104O39S13. The level of theory is ωB97M-V/def2-TZVPD.

The geometry in XYZ format:
```
195
Properties=species:S:1:pos:R:3:forces:R:3:lowdin_spin:R:1
O 3.982791 2.206976 -4.238863 1.2 -1.9 0.2 0.00
S 4.767201 0.973546 -4.172553 0.7 -1.0 -0.3 0.00
O 4.041741 -0.325064 -4.323103 1.4 2.5 0.2 0.00
O 6.028501 1.045176 -5.290313 -1.3 -0.8 4.1 0.00
C 5.742561 0.976626 -6.640953 0.8 0.8 -2.2 0.00
C 7.012951 0.504796 -7.402343 -1.3 0.9 -0.1 0.00
C 5.900961 0.895256 -2.638893 -0.5 0.4 -1.1 0.00
H 5.517811 2.008006 -6.912713 -0.3 -0.1 -0.6 0.00
H 4.904471 0.329546 -6.899773 -0.1 -0.1 0.3 0.00
H 7.825051 1.231836 -7.402243 0.2 -0.2 0.9 0.00
H 6.731211 0.607266 -8.450303 -0.2 -0.8 -0.2 0.00
H 7.263001 -0.509204 -7.090313 0.3 0.2 -0.3 0.00
H 6.535991 1.780316 -2.677673 -0.3 0.1 0.0 0.00
H 6.567441 0.032776 -2.644693 -0.4 -0.2 -0.6 0.00
H 5.302001 0.870036 -1.728563 -0.3 0.2 -0.3 0.00
O 6.906811 -3.632604 -6.111833 -2.2 -1.1 2.7 0.07
S 5.906051 -4.013914 -5.092573 0.5 3.1 -0.8 0.03
O 5.872981 -5.420974 -4.627883 -0.4 -0.2 -0.4 0.43
O 6.066731 -3.079604 -3.791103 0.1 -0.3 -1.7 0.01
C 5.600531 -3.525424 -2.501843 0.9 -0.5 1.3 0.01
C 4.981131 -2.413774 -1.633083 -0.1 0.0 -0.9 0.00
C 4.229841 -3.414734 -5.567543 0.7 -0.4 -0.9 0.04
H 6.542741 -3.850224 -2.060423 0.0 0.1 0.4 0.00
H 5.077631 -4.481764 -2.510843 -0.7 0.2 -0.6 0.00
H 3.965271 -2.592104 -1.280473 0.2 -0.7 0.4 0.00
H 4.771561 -1.506974 -2.200433 0.7 0.0 -0.2 0.00
H 5.697781 -2.242134 -0.829923 -0.5 0.3 0.1 0.00
H 4.182331 -3.620924 -6.636803 -0.3 -0.7 0.1 0.00
H 4.272681 -2.326374 -5.525963 0.3 0.0 0.7 0.00
H 3.439231 -3.855914 -4.960583 0.2 0.0 -0.2 0.00
O -0.909449 0.710966 2.115597 1.3 -0.1 -1.8 0.00
S -0.413889 1.157116 0.811017 -2.3 1.5 -0.2 0.00
O 0.829461 1.891476 0.666627 -1.0 -0.7 0.4 0.00
O -0.382039 -0.078444 -0.219503 -0.7 0.0 1.8 0.00
C 0.107001 0.119866 -1.544713 0.9 0.1 -0.2 0.00
C 1.206981 -0.921374 -1.746153 0.0 0.2 0.0 0.00
C -1.870559 2.160706 0.076367 1.9 -1.1 0.7 0.00
H 0.465011 1.146986 -1.615153 0.2 -0.2 -0.2 0.00
H -0.714879 0.013406 -2.252733 -0.1 -0.2 0.1 0.00
H 1.946151 -0.853834 -0.947923 0.0 0.2 0.2 0.00
H 1.742391 -0.805524 -2.688493 -0.2 0.1 -0.1 0.00
H 0.780891 -1.923904 -1.707553 0.0 0.0 -0.1 0.00
H -2.026479 3.029966 0.715257 0.1 -0.1 -0.1 0.00
H -2.733619 1.494966 0.071477 0.1 0.0 0.0 0.00
H -1.513059 2.416606 -0.921033 -0.3 0.1 0.0 0.00
O 0.077701 -2.146414 -4.136003 -0.3 -1.1 -1.4 0.00
S -0.582869 -3.138934 -4.968233 -2.7 -1.7 -0.3 0.00
O 0.116521 -4.103404 -5.833283 -0.6 1.9 1.6 0.00
O -1.515809 -4.125854 -3.991143 1.1 1.3 -0.5 0.00
C -2.300619 -3.393394 -3.009753 -0.5 0.6 1.2 0.00
C -3.018009 -4.314424 -2.011003 0.4 0.1 -0.2 0.00
C -2.035099 -2.388804 -5.923993 1.4 0.2 0.3 0.00
H -3.016599 -2.706794 -3.461473 -0.2 -0.5 -0.7 0.00
H -1.685799 -2.688794 -2.449723 0.5 -0.3 0.0 0.00
H -3.847809 -3.798854 -1.527553 0.0 0.2 -0.3 0.00
H -2.360689 -4.564474 -1.178233 0.1 -0.4 -0.2 0.00
H -3.440969 -5.194824 -2.494833 0.2 -0.1 0.0 0.00
H -1.597499 -1.879404 -6.782553 0.0 -0.1 0.0 0.00
H -2.531229 -1.630914 -5.317743 0.3 -0.2 0.1 0.00
H -2.742019 -3.155864 -6.240203 0.4 -0.2 0.2 0.00
O -3.576709 -5.265154 2.666437 0.1 -0.2 -0.7 0.00
S -2.471199 -4.377324 2.583337 1.7 2.1 1.0 0.00
O -1.516419 -4.341194 3.686807 -0.7 -0.2 -1.4 0.00
O -1.652169 -4.589374 1.186107 -3.5 -1.0 0.7 0.00
C -0.294999 -4.440524 1.011827 1.0 -0.2 -0.1 0.00
C 0.046501 -2.995304 1.082367 0.7 1.0 0.4 0.00
C -3.047529 -2.669994 2.287797 -0.2 -1.3 0.6 0.00
H -0.130869 -4.829694 0.006987 0.2 -0.2 -0.1 0.00
H 0.207111 -5.093114 1.726047 0.4 0.3 0.0 0.00
H -0.040439 -2.653864 2.113847 0.1 0.1 0.1 0.00
H -0.619059 -2.362304 0.495457 -0.1 -0.3 -0.2 0.00
H 1.056231 -2.758134 0.747267 0.2 -0.2 0.0 0.00
H -2.193359 -2.007704 2.146777 -0.2 -0.2 -0.3 0.00
H -3.579539 -2.397194 3.199187 -0.1 -0.1 0.0 0.00
H -3.761719 -2.742994 1.467617 0.3 0.3 -0.1 0.00
O 3.691481 -7.068264 -6.277933 -0.4 -0.1 2.2 0.04
S 2.946861 -7.427604 -5.080303 -0.3 -2.6 -1.0 0.01
O 3.209491 -8.637824 -4.258093 -0.2 3.5 -1.6 0.01
O 2.905361 -6.034654 -4.105243 1.0 -0.4 -3.6 0.20
C 2.491251 -6.133384 -2.814593 -0.6 1.0 1.8 0.05
C 1.989991 -4.774164 -2.316663 -0.9 0.4 0.1 0.00
C 1.179241 -7.535664 -5.632003 0.2 1.1 1.7 0.04
H 3.361191 -6.533034 -2.293453 -0.2 -0.3 0.8 0.02
H 1.633731 -6.805774 -2.788903 0.1 -0.5 0.5 0.02
H 1.033791 -4.534654 -2.781863 -0.2 -0.4 -0.2 0.00
H 2.520281 -3.839354 -2.498373 0.9 -0.5 -0.2 0.00
H 1.754551 -4.762684 -1.252453 0.3 -0.4 0.1 0.00
H 0.788991 -6.520934 -5.710213 0.3 0.1 -0.6 0.00
H 0.696051 -7.893564 -4.722863 -0.1 -0.7 -0.3 0.00
H 1.053421 -8.142524 -6.528663 0.4 0.0 0.3 0.00
O -5.374209 5.187246 1.147527 1.0 0.0 0.1 0.00
S -4.032269 5.374026 1.645877 1.3 0.4 -0.8 0.00
O -3.474259 4.436146 2.610057 -0.7 1.3 -1.0 0.00
O -2.894779 5.326196 0.379407 -1.8 -0.1 0.9 0.00
C -3.354679 5.493926 -0.997273 0.9 0.2 0.1 0.00
C -2.182239 5.291616 -1.953403 -0.3 0.0 -0.3 0.00
C -3.833009 7.160336 2.134977 0.2 -1.3 -0.4 0.00
H -3.647239 6.524866 -1.196463 -0.4 0.1 0.5 0.00
H -4.184869 4.829686 -1.237393 0.0 -0.1 0.3 0.00
H -1.347209 5.972846 -1.789843 -0.1 0.0 0.4 0.00
H -2.614639 5.586786 -2.909433 0.2 -0.2 -0.3 0.00
H -1.787039 4.281786 -2.063663 -0.3 0.0 0.3 0.00
H -4.326969 7.776816 1.383937 -0.1 -0.3 0.0 0.00
H -2.761309 7.358636 2.119707 -0.1 -0.1 0.4 0.00
H -4.298389 7.299986 3.110687 0.2 -0.1 -0.1 0.00
O 3.058441 0.738036 6.631097 -2.2 0.1 -0.1 0.00
S 1.644121 0.710026 6.990027 -1.5 0.0 1.7 0.00
O 0.850551 1.935296 7.242817 1.8 -2.4 -1.1 0.00
O 0.830951 -0.316684 5.976907 1.8 1.3 0.9 0.00
C -0.564619 -0.136474 5.769247 -0.8 0.4 -1.3 0.00
C -0.973399 -1.366084 5.001937 0.0 -0.1 0.8 0.00
C 1.453521 -0.349564 8.478807 0.1 0.7 -0.5 0.00
H -0.691899 0.756686 5.157547 -0.2 0.2 0.2 0.00
H -1.196229 -0.095844 6.656667 0.5 0.3 0.5 0.00
H -0.452999 -1.407364 4.045077 -0.1 -0.3 0.1 0.00
H -2.056769 -1.440114 4.907437 0.0 0.2 -0.3 0.00
H -0.708909 -2.154414 5.706697 0.2 -0.6 -0.6 0.00
H 0.407461 -0.607054 8.644827 -0.1 0.3 -0.3 0.00
H 1.777091 0.261286 9.321577 0.3 -0.2 0.0 0.00
H 2.002681 -1.279514 8.331417 0.2 0.3 0.1 0.00
O 5.941201 4.063606 2.835837 -1.3 -0.6 1.8 0.00
S 4.934081 4.058206 3.900797 -1.4 1.2 -0.4 0.00
O 4.324061 5.336546 4.280817 0.8 -2.5 -0.7 0.00
O 3.646221 3.034906 3.407677 1.9 1.5 1.5 0.00
C 4.016501 1.857116 2.701307 -0.6 -1.2 -0.5 0.00
C 3.049821 0.677006 3.058687 0.1 1.7 0.5 0.00
C 5.440551 3.194366 5.456667 -0.4 0.0 -1.5 0.00
H 5.033481 1.516596 2.896027 0.2 0.3 0.2 0.00
H 3.968421 2.151336 1.652867 0.0 -0.4 -0.2 0.00
H 3.274851 -0.218774 2.479857 -0.1 0.1 0.0 0.00
H 2.014511 1.000886 2.952237 0.0 -0.1 -0.7 0.00
H 3.091051 0.497626 4.133037 0.5 -0.3 0.0 0.00
H 5.833071 2.249126 5.081767 0.3 0.0 0.4 0.00
H 4.537721 3.007976 6.038247 0.0 0.2 -0.2 0.00
H 6.162621 3.799416 6.004967 0.0 0.0 -0.3 0.00
O -1.904949 0.608946 -4.665523 2.1 2.1 -0.2 0.00
S -0.912049 1.666486 -4.939173 0.7 0.6 0.7 0.00
O -1.207299 2.789886 -5.802063 -0.2 -1.4 0.4 0.00
O -0.439749 2.388246 -3.499903 -1.3 -2.5 -1.5 0.00
C 0.437991 3.489076 -3.635083 0.3 1.7 0.1 0.00
C 1.392031 3.493556 -2.455373 -0.3 0.6 -0.7 0.00
C 0.735441 0.959936 -5.452283 -0.8 0.4 0.0 0.00
H -0.205919 4.367866 -3.669763 0.1 0.2 0.4 0.00
H 0.970181 3.599606 -4.579883 0.1 -0.9 -0.2 0.00
H 2.004651 4.389606 -2.554793 0.0 0.1 0.2 0.00
H 2.084341 2.654486 -2.524493 -0.2 -0.1 0.4 0.00
H 0.812061 3.568616 -1.535543 0.4 -0.3 0.2 0.00
H 1.505821 1.229446 -4.729803 -0.3 -0.2 0.3 0.00
H 1.034991 1.468646 -6.368573 -0.4 -0.1 -0.1 0.00
H 0.641671 -0.117904 -5.584773 0.0 0.2 0.1 0.00
O -6.083479 -0.886244 2.755257 1.3 1.7 3.7 0.00
S -5.668749 -0.217034 4.034017 -0.5 -0.8 -1.7 0.00
O -6.612069 0.539176 4.847147 1.1 -0.8 -1.4 0.00
O -5.030159 -1.354894 5.004867 -1.2 -0.1 -1.7 0.00
C -4.755859 -0.956444 6.322537 0.8 -0.5 2.1 0.00
C -4.293869 -2.165774 7.154457 0.7 0.0 0.3 0.00
C -4.205109 0.854836 3.744837 -1.1 0.0 -0.3 0.00
H -5.559289 -0.501014 6.901487 -0.5 0.1 -0.8 0.00
H -3.954479 -0.220514 6.256947 0.2 0.0 0.3 0.00
H -3.519889 -2.752664 6.659887 0.0 0.1 -0.2 0.00
H -5.017079 -2.869944 7.565797 -0.6 0.2 -0.8 0.00
H -3.863429 -1.800024 8.086687 0.3 0.4 -0.1 0.00
H -3.330929 0.455286 3.230767 -0.2 -0.7 0.2 0.00
H -3.957829 1.297356 4.709787 0.0 0.1 -0.2 0.00
H -4.610579 1.601156 3.061677 0.0 0.3 0.2 0.00
O -0.364769 5.842306 6.358527 0.0 -0.2 0.9 0.00
S -1.331019 6.221716 5.393847 -0.7 -0.5 -1.1 0.00
O -1.493559 7.597126 5.034257 -0.2 -0.5 -0.1 0.00
O -0.962279 5.425146 4.045647 -0.8 1.8 0.7 0.00
C -0.611199 4.068866 4.132527 0.5 -1.6 -1.7 0.00
C 0.877641 3.851576 4.219287 0.7 0.3 0.4 0.00
C -2.952519 5.466256 5.749137 0.5 0.0 -0.2 0.00
H -0.894319 3.723916 3.138067 -0.1 -0.2 -0.1 0.00
H -1.244039 3.449486 4.768127 0.2 0.4 0.7 0.00
H 1.174571 2.806656 4.129347 -0.4 -0.1 0.2 0.00
H 1.336041 4.262766 5.118677 -0.2 -0.1 0.1 0.00
H 1.395141 4.332046 3.388977 -0.3 0.2 -0.1 0.00
H -2.771689 4.395216 5.840027 0.0 0.1 0.5 0.00
H -3.639359 5.540876 4.906057 0.3 0.5 -0.1 0.00
H -3.382979 5.910676 6.646517 0.2 -0.1 0.0 0.00
O -3.228899 -1.164894 -0.619263 -1.2 0.0 0.1 0.00
S -4.585479 -0.916484 -1.057843 -1.4 1.0 -0.9 0.00
O -5.628439 -1.951394 -1.132793 2.2 1.7 0.2 0.00
O -5.176809 0.341586 -0.105373 1.9 -2.1 -1.8 0.00
C -6.539069 0.665606 -0.277063 -1.9 1.8 0.8 0.00
C -6.715539 2.062506 0.380707 0.6 -0.6 -0.1 0.00
C -4.365789 -0.074534 -2.741363 -0.8 -0.1 0.9 0.00
H -7.187969 -0.083904 0.175987 0.2 -0.1 0.1 0.00
H -6.917269 0.838856 -1.284563 0.8 -0.6 -0.6 0.00
H -6.588319 2.006456 1.461807 -0.3 0.0 0.0 0.00
H -7.648619 2.544316 0.088597 -0.2 -0.3 0.3 0.00
H -5.930099 2.727226 0.021067 0.1 0.0 -0.1 0.00
H -5.321379 -0.020164 -3.262903 -0.1 -0.3 0.2 0.00
H -3.635759 -0.591814 -3.363923 -0.1 -0.2 0.5 0.00
H -4.039409 0.956856 -2.607903 0.2 -0.2 0.4 0.00
```
Positions in Å, forces in eV/Å.

Values from the calculation:
Electronic energy   -9658.42987 Ha
Charge   +1
2S+1   2
ΔE to the lowest compared entry with this formula, charge and spin   0.000 eV
Kohn-Sham gap (spin up / spin down)   0.35449 / 0.06959 Eh
Molar mass   1614.09 g mol⁻¹
LUMO energy (spin up / spin down)   -0.08043 / -0.36533 hartree
Expectation value of S²   0.758

---

(2)
This record from OMol25 describes a single C23H34N2O5 molecule. The level of theory is ωB97M-V/def2-TZVPD.

The geometry in XYZ format:
```
64
Properties=species:S:1:pos:R:3:forces:R:3:nbo_charge:R:1
C 5.143465 2.629544 -2.213484 -0.1 0.0 0.0 -0.26
O 5.338043 3.403988 -1.050908 0.0 0.1 0.0 -0.54
C 5.801853 2.695870 0.072224 -0.1 0.0 0.3 -0.05
C 4.736569 1.804955 0.735461 0.2 -0.1 -0.3 -0.46
H 3.758438 2.199545 0.451724 0.0 0.0 0.1 0.23
H 4.828880 1.889605 1.818186 -0.1 0.1 0.1 0.20
C 4.823309 0.327745 0.315369 0.3 0.2 -0.3 -0.05
N 3.512416 -0.302974 0.377696 0.1 0.0 0.1 -0.44
C 2.884567 -0.615852 -0.776784 -0.1 0.0 0.0 0.68
O 3.391863 -0.430408 -1.871021 0.0 -0.1 -0.3 -0.63
C 1.505438 -1.188378 -0.663657 -0.3 -0.1 -0.3 -0.13
C 1.251621 -2.490396 -1.060555 0.1 0.2 0.1 -0.19
C -0.040475 -2.985124 -1.026330 -0.1 -0.1 0.0 -0.28
C -1.109447 -2.195550 -0.622636 -0.2 0.0 0.0 0.22
C -0.864625 -0.856282 -0.257908 0.2 0.0 -0.1 0.34
C 0.442140 -0.383857 -0.278954 -0.1 -0.2 -0.1 -0.25
H 0.603997 0.642538 0.012434 0.0 0.2 0.1 0.23
O -1.788708 0.042112 0.183129 0.1 -0.2 0.2 -0.52
C -3.130066 0.025161 -0.292151 -0.6 0.3 0.0 0.10
C -4.085174 -0.482054 0.790861 0.2 -0.1 -0.3 -0.43
C -5.530875 -0.346826 0.317856 0.0 -0.2 0.4 -0.23
N -5.821777 1.027404 -0.036843 0.1 -0.3 -0.2 -0.44
C -6.676520 1.747405 0.731982 -0.1 0.3 -0.2 0.69
O -7.284103 1.239324 1.654740 -0.2 0.0 0.3 -0.63
C -6.862814 3.206316 0.367365 -0.1 -0.1 0.2 -0.71
H -7.240341 3.307437 -0.647550 0.0 0.1 -0.1 0.22
H -5.927160 3.752559 0.461564 0.1 0.1 -0.1 0.22
H -7.588536 3.629921 1.056268 0.0 0.0 0.0 0.24
C -4.971378 1.529959 -1.087673 0.3 0.2 0.0 -0.21
H -5.240380 2.551276 -1.348036 0.0 -0.1 0.0 0.22
C -3.502908 1.464780 -0.660283 0.1 -0.3 -0.1 -0.42
H -2.860610 1.820197 -1.467066 0.0 0.0 0.0 0.22
H -3.339352 2.098391 0.212816 0.0 0.1 0.0 0.21
H -5.115215 0.900915 -1.975989 0.0 0.1 0.0 0.19
H -6.224392 -0.635717 1.108869 0.1 0.0 -0.2 0.25
H -5.697219 -0.981974 -0.559857 0.0 0.0 0.0 0.18
H -3.862540 -1.523402 1.019026 0.0 0.0 0.0 0.23
H -3.935262 0.111807 1.694066 0.0 0.0 0.0 0.21
H -3.209516 -0.604870 -1.184154 0.0 0.1 0.1 0.19
O -2.400470 -2.654160 -0.548941 0.3 0.4 0.1 -0.51
C -2.661436 -3.999159 -0.866254 0.0 -0.2 -0.1 -0.25
H -3.731618 -4.130616 -0.711389 0.1 -0.1 0.0 0.20
H -2.115024 -4.682048 -0.208291 0.0 0.0 0.0 0.18
H -2.417791 -4.222995 -1.909695 0.0 0.0 0.0 0.18
H -0.208263 -4.008737 -1.319961 -0.1 -0.1 0.0 0.22
H 2.061147 -3.122138 -1.391011 0.1 -0.1 -0.1 0.22
C 2.998493 -0.576667 1.699193 -0.1 -0.4 0.3 -0.22
H 2.032302 -1.074447 1.612937 0.1 0.1 0.1 0.23
C 3.979512 -1.456232 2.474551 0.0 0.3 0.1 -0.41
C 5.337059 -0.766724 2.550596 0.0 -0.2 -0.1 -0.40
C 5.838730 -0.471617 1.139826 -0.1 0.1 0.1 -0.41
H 6.777688 0.082408 1.180602 0.1 0.0 -0.1 0.21
H 6.027730 -1.418915 0.629833 0.1 0.0 0.0 0.21
H 5.243269 0.158967 3.121604 0.0 0.0 0.1 0.19
H 6.055859 -1.403306 3.069476 0.0 0.1 0.1 0.21
H 3.585544 -1.643441 3.474287 0.0 0.0 0.0 0.21
H 4.082823 -2.414773 1.961751 0.0 -0.1 0.0 0.20
H 2.854797 0.369223 2.234700 -0.1 0.0 0.0 0.19
H 5.116328 0.277743 -0.738043 0.0 0.0 0.2 0.25
H 6.113299 3.477755 0.770348 0.1 -0.1 0.0 0.19
H 6.685586 2.096321 -0.194945 0.0 0.0 0.0 0.16
H 4.320829 1.916080 -2.111622 0.0 0.0 0.0 0.19
H 4.905259 3.335654 -3.006981 0.0 -0.1 -0.1 0.19
H 6.057540 2.084229 -2.478354 0.0 0.0 0.0 0.16
```
Positions in Å, forces in eV/Å.

Values from the calculation:
Electronic energy   -1382.53375 Ha
ΔE to the lowest compared entry with this formula, charge and spin   1.385 eV
Kohn-Sham gap   0.33086 Eh
SMILES   COCC[C@H]1CCCCN1C(=O)c1ccc(OC)c(OC2CCN(C(C)=O)CC2)c1
Molar mass   418.53 g mol⁻¹
LUMO energy   0.02264 hartree

---

What is the formula in the second record? C23H34N2O5

---

Which of these has the highest electronic energy? C23H34N2O5

---

Among the records above, which one has the lowest electronic energy? C39H104O39S13